# 1
Density functional theory data (the ωB97M-V functional and the def2-TZVPD basis) for 2 unconnected molecules or ions with the total composition C7H13NO2 at a distorted geometry.

Geometry (Å):
1 C -1.092 1.945 1.306
2 C -1.610 0.715 1.217
3 N -2.934 0.408 1.491
4 C -0.873 -0.440 0.585
5 C -0.934 -0.237 -1.075
6 O -0.984 -1.572 1.010
7 H -0.116 2.172 0.926
8 H -1.610 2.718 1.850
9 H -3.086 -0.558 1.751
10 H -3.387 1.044 2.136
11 H -0.628 0.766 -1.358
12 H -0.496 -1.047 -1.653
13 H -2.008 -0.289 -1.222
14 C 2.199 0.588 -1.254
15 C 1.614 -0.350 -0.237
16 C 1.861 -1.816 -0.444
17 O 1.193 0.068 0.866
18 H 1.855 0.335 -2.257
19 H 1.948 1.619 -1.023
20 H 3.287 0.470 -1.240
21 H 1.007 -2.384 -0.078
22 H 2.087 -2.058 -1.479
23 H 2.708 -2.097 0.185

Properties
Electronic energy = -13052.989 eV
HOMO level = -8.18 eV
HOMO-LUMO gap = 8.731 eV
M = 143.19 g mol⁻¹
SMILES string = C=C(N)C(C)=O.CC(C)=O
Energy relative to the best compared isomer or geometry (same formula, charge and spin) = 283.65 kJ/mol


# 2
Density functional theory data (the ωB97M-V functional and the def2-TZVPD basis) for a single C7H13NO3S molecule at a distorted geometry.

Geometry (Å):
1 C -3.186 -0.851 0.578
2 S -2.043 0.339 -0.143
3 O -1.920 0.165 -1.524
4 O -2.315 1.703 0.330
5 N -0.642 -0.180 0.742
6 C 0.155 1.003 1.011
7 C 0.927 1.700 -0.155
8 C 1.237 0.693 -1.260
9 C 2.276 -0.440 -0.812
10 C 1.661 -1.351 0.327
11 C 0.092 -1.397 0.214
12 O -0.384 -2.488 -0.163
13 H -3.208 -0.413 1.520
14 H -4.128 -0.978 0.183
15 H -2.668 -1.903 0.399
16 H 0.780 0.965 1.915
17 H -0.634 1.694 1.494
18 H 1.899 2.126 0.143
19 H 0.315 2.483 -0.633
20 H 1.657 1.219 -2.173
21 H 0.263 0.176 -1.610
22 H 2.535 -1.129 -1.612
23 H 3.262 -0.014 -0.370
24 H 2.177 -2.294 0.350
25 H 1.894 -0.829 1.250

Properties
Electronic energy = -25935.645 eV
HOMO level = -10.11 eV
HOMO-LUMO gap = 10.839 eV
M = 191.25 g mol⁻¹
SMILES string = CS(=O)(=O)N1CCCCCC1=O
Energy relative to the best compared isomer or geometry (same formula, charge and spin) = 265.26 kJ/mol


# 3
Density functional theory data (the ωB97M-V functional and the def2-TZVPD basis) for a single C7H13NO4 molecule at a distorted geometry.

Geometry (Å):
1 C -2.068 1.140 -0.178
2 C -2.857 1.991 -0.732
3 C -1.050 0.299 -1.061
4 C 1.072 0.934 0.870
5 C 1.430 -1.486 1.430
6 C 2.062 -0.529 -0.690
7 C -0.308 -0.855 -0.083
8 N 1.088 -0.504 0.433
9 O -1.766 -0.497 -2.028
10 O -0.133 1.074 -1.592
11 O -2.100 0.958 1.185
12 O -3.429 2.614 -1.577
13 H 0.192 1.181 1.599
14 H 2.029 1.091 1.256
15 H 0.819 1.354 -0.131
16 H 0.643 -2.236 1.570
17 H 2.388 -2.047 1.297
18 H 1.563 -1.092 2.424
19 H 1.570 -0.327 -1.632
20 H 2.849 0.100 -0.675
21 H 2.406 -1.554 -0.733
22 H -0.797 -1.066 0.917
23 H -0.196 -1.776 -0.697
24 H -3.095 1.059 1.393
25 H -2.311 0.173 -2.566

Properties
Electronic energy = -17142.872 eV
HOMO level (alpha / beta) = -6.06 / -8.15 eV
HOMO-LUMO gap (alpha / beta) = 6.406 / 7.320 eV
M = 175.18 g mol⁻¹
Spin multiplicity = 3
Energy relative to the best compared isomer or geometry (same formula, charge and spin) = 233.91 kJ/mol


# 4
Density functional theory data (the ωB97M-V functional and the def2-TZVPD basis) for a molecular structure, C7H13NOPSc at a distorted geometry.

Geometry (Å):
1 C -0.981 0.756 -1.479
2 C -1.043 1.846 -2.420
3 C 0.048 2.711 -2.185
4 C 0.865 2.164 -1.179
5 C 0.258 0.957 -0.694
6 Sc -1.398 -1.336 0.894
7 P 0.075 -3.180 0.190
8 H -1.642 -0.156 -1.405
9 H -1.877 1.930 -3.130
10 H 0.200 3.650 -2.706
11 H 0.682 0.235 0.060
12 H 1.786 2.574 -0.762
13 H 1.365 -3.038 -0.450
14 H -0.462 -4.198 -0.674
15 H 0.489 -4.068 1.271
16 C 0.358 0.427 4.295
17 C 0.738 -0.168 3.008
18 N 2.019 -0.396 2.726
19 O -0.148 -0.512 2.145
20 H 1.197 0.388 5.003
21 H -0.497 -0.109 4.740
22 H 0.079 1.490 4.161
23 H 2.271 -0.863 1.853
24 H 2.732 -0.142 3.397

Properties
Electronic energy = -40991.098 eV
HOMO level (alpha / beta) = -5.79 / -5.12 eV
HOMO-LUMO gap (alpha / beta) = 5.346 / 4.702 eV
M = 203.12 g mol⁻¹
Energy relative to the best compared isomer or geometry (same formula, charge and spin) = 185.86 kJ/mol


# 5
Density functional theory data (the ωB97M-V functional and the def2-TZVPD basis) for a molecular structure, C7H13NOS at a distorted geometry.

Geometry (Å):
1 C 2.703 -0.382 0.577
2 C -1.869 0.808 -0.185
3 C -0.532 1.104 0.337
4 C 0.455 0.035 0.097
5 C -0.726 -1.529 0.182
6 C 0.012 2.540 -0.137
7 C -0.546 -2.336 -1.081
8 N 1.516 -0.156 1.040
9 O 2.878 -0.727 -0.584
10 S -2.303 -0.757 0.562
11 H 3.407 -0.499 1.380
12 H -2.799 1.298 0.181
13 H -2.021 0.577 -1.246
14 H -0.545 1.142 1.540
15 H 0.903 -0.009 -0.906
16 H -0.489 -1.881 1.228
17 H -0.263 2.729 -1.155
18 H 1.058 2.673 0.054
19 H -0.664 3.280 0.320
20 H -1.287 -2.126 -1.978
21 H -0.712 -3.429 -0.867
22 H 0.542 -2.172 -1.421
23 H 1.282 -0.183 2.061

Properties
Electronic energy = -21840.485 eV
HOMO level = -8.43 eV
HOMO-LUMO gap = 9.090 eV
M = 159.25 g mol⁻¹
Energy relative to the best compared isomer or geometry (same formula, charge and spin) = 185.91 kJ/mol


# 6
Density functional theory data (the ωB97M-V functional and the def2-TZVPD basis) for a single C7H13NSSi molecule at a distorted geometry.

Geometry (Å):
1 C -1.435 0.211 3.315
2 C -0.522 0.961 2.421
3 S 0.323 2.257 3.084
4 N -0.537 0.515 1.164
5 C -1.026 -0.471 0.411
6 C -2.104 -1.477 0.410
7 C 0.046 -0.046 -0.230
8 Si 0.785 1.183 -1.416
9 C 1.296 0.095 -2.918
10 C 2.353 1.723 -0.568
11 H -2.153 -0.526 2.885
12 H -0.708 -0.507 3.873
13 H -1.954 0.862 4.085
14 H -3.088 -0.975 0.548
15 H -2.036 -2.009 -0.507
16 H -1.966 -2.067 1.392
17 H -0.156 2.433 -1.736
18 H 0.930 0.573 -3.988
19 H 2.404 0.014 -3.086
20 H 0.983 -0.912 -2.796
21 H 3.050 0.936 -0.509
22 H 2.708 2.636 -1.011
23 H 2.037 1.901 0.408

Properties
Electronic energy = -27668.591 eV
HOMO level (alpha / beta) = -7.68 / -7.68 eV
HOMO-LUMO gap (alpha / beta) = 7.610 / 7.609 eV
M = 171.34 g mol⁻¹
SMILES string = CC(=S)N1C(C)=C1[SiH](C)C
Energy relative to the best compared isomer or geometry (same formula, charge and spin) = 351.85 kJ/mol


# 7
Density functional theory data (the ωB97M-V functional and the def2-TZVPD basis) for a gas-phase ion, C7H13O (charge -1) at a distorted geometry.

Geometry (Å):
1 C -3.029 -0.993 -1.211
2 C -1.609 -0.780 -0.827
3 C -0.976 0.354 -0.530
4 C -1.717 1.679 -0.457
5 C 0.520 0.428 -0.429
6 C 1.159 -0.338 0.738
7 C 2.636 0.078 0.975
8 O 3.250 -0.588 1.953
9 H -3.575 -1.708 -0.588
10 H -3.628 -0.084 -1.145
11 H -3.059 -1.359 -2.242
12 H -0.955 -1.654 -0.857
13 H -1.902 2.085 -1.461
14 H -1.081 2.417 0.028
15 H -2.670 1.627 0.066
16 H 1.005 0.047 -1.336
17 H 0.855 1.466 -0.383
18 H 1.132 -1.418 0.564
19 H 0.633 -0.127 1.670
20 H 2.582 1.204 1.070
21 H 3.141 -0.078 -0.036

Properties
Electronic energy = -9516.205 eV
Net charge = -1
HOMO level = -2.14 eV
HOMO-LUMO gap = 5.492 eV
M = 113.18 g mol⁻¹
SMILES string = C/C=C(\C)CCC[O-]
Energy relative to the best compared isomer or geometry (same formula, charge and spin) = 20.32 kJ/mol


# 8
Density functional theory data (the ωB97M-V functional and the def2-TZVPD basis) for a molecular structure, C7H13O5Rb at a distorted geometry.

Geometry (Å):
1 Rb -0.269 0.526 -0.210
2 O 2.129 -3.130 -2.144
3 C 1.218 -2.397 -2.748
4 O 0.618 -2.996 -3.700
5 O 0.827 -1.311 -2.225
6 H 1.949 -3.818 -2.789
7 C 2.112 -3.275 1.275
8 C 2.211 -1.776 1.141
9 O 1.311 -1.069 1.628
10 C 3.319 -1.147 0.370
11 H 2.115 -3.560 0.223
12 H 1.172 -3.756 1.546
13 H 3.019 -3.683 1.721
14 H 4.301 -1.534 0.639
15 H 3.279 -0.059 0.427
16 H 3.282 -1.554 -0.641
17 C -2.702 4.653 0.703
18 C -2.798 3.127 0.796
19 O -1.885 2.486 1.276
20 C -4.066 2.401 0.306
21 H -3.099 5.172 1.575
22 H -3.164 5.015 -0.216
23 H -1.652 4.923 0.595
24 H -4.779 2.180 1.101
25 H -3.840 1.513 -0.284
26 H -4.608 3.066 -0.366

Properties
Electronic energy = -18355.493 eV
Net charge = +1
HOMO level (alpha / beta) = -13.03 / -13.03 eV
HOMO-LUMO gap (alpha / beta) = 10.065 / 5.313 eV
M = 262.64 g mol⁻¹
Spin multiplicity = 2
Energy relative to the best compared isomer or geometry (same formula, charge and spin) = 75.14 kJ/mol


Copy entry 7 word for word.
Density functional theory data (the ωB97M-V functional and the def2-TZVPD basis) for a gas-phase ion, C7H13O (charge -1) at a distorted geometry.

Geometry (Å):
1 C -3.029 -0.993 -1.211
2 C -1.609 -0.780 -0.827
3 C -0.976 0.354 -0.530
4 C -1.717 1.679 -0.457
5 C 0.520 0.428 -0.429
6 C 1.159 -0.338 0.738
7 C 2.636 0.078 0.975
8 O 3.250 -0.588 1.953
9 H -3.575 -1.708 -0.588
10 H -3.628 -0.084 -1.145
11 H -3.059 -1.359 -2.242
12 H -0.955 -1.654 -0.857
13 H -1.902 2.085 -1.461
14 H -1.081 2.417 0.028
15 H -2.670 1.627 0.066
16 H 1.005 0.047 -1.336
17 H 0.855 1.466 -0.383
18 H 1.132 -1.418 0.564
19 H 0.633 -0.127 1.670
20 H 2.582 1.204 1.070
21 H 3.141 -0.078 -0.036

Properties
Electronic energy = -9516.205 eV
Net charge = -1
HOMO level = -2.14 eV
HOMO-LUMO gap = 5.492 eV
M = 113.18 g mol⁻¹
SMILES string = C/C=C(\C)CCC[O-]
Energy relative to the best compared isomer or geometry (same formula, charge and spin) = 20.32 kJ/mol